{
  "formula": "C7H6O6STl",
  "method": "the ωB97M-V functional and the def2-TZVPD basis",
  "symbols": ["O", "C", "Tl", "O", "C", "C", "O", "C", "O", "C", "O", "C", "S", "C", "O", "H", "H", "H", "H", "H", "H"],
  "xyz": [[-0.0503, 0.2469, -4.6801], [-0.0533, 0.2448, -3.5401], [-0.0616, 0.2667, -1.3735], [1.9405, -2.2978, -1.4401], [1.2372, -1.3756, -1.4398], [-1.3301, 1.8697, -1.3995], [-2.0358, 2.7789, -1.4436], [-1.6829, -1.0249, -1.4207], [-2.5876, -1.7431, -1.4388], [1.5756, 1.5173, -1.4054], [2.4879, 2.2370, -1.4471], [0.2113, 0.7599, 2.9641], [-0.0709, 0.3298, 1.3540], [0.2585, -1.5303, 1.4436], [-1.5138, 0.7251, 1.0788], [1.1893, 0.4077, 3.2352], [-0.5895, 0.2810, 3.4753], [0.1042, 1.8190, 2.9780], [-0.1049, -1.7466, 2.4331], [-0.2591, -2.0983, 0.6819], [1.3352, -1.6674, 1.3849]],
  "mulliken_charge": [0.031, 0.127, 2.616, -0.016, -0.026, -0.070, -0.005, -0.017, -0.004, -0.075, -0.014, -1.081, 0.719, -1.199, -0.599, 0.446, 0.446, 0.441, 0.439, 0.429, 0.412],
  "energy_ha": -1290.88474,
  "relative_energy_kcal_mol": 118.50,
  "total_charge": 3,
  "spin_multiplicity": 1
}

=====

{
  "formula": "C35H28AsI2N2O4PPd",
  "method": "the ωB97M-V functional and the def2-TZVPD basis",
  "symbols": ["Pd", "I", "C", "C", "C", "I", "C", "C", "C", "C", "N", "C", "C", "O", "H", "H", "H", "H", "O", "N", "O", "O", "C", "C", "As", "C", "C", "C", "C", "C", "C", "C", "C", "C", "C", "C", "C", "P", "C", "C", "C", "C", "C", "C", "C", "C", "C", "C", "C", "C", "H", "H", "H", "H", "H", "H", "H", "H", "H", "H", "H", "H", "H", "H", "H", "H", "H", "H", "H", "H", "H", "H", "H", "H"],
  "xyz": [[-0.6217, -1.6131, 0.7716], [-1.0043, 5.5030, -1.4718], [-0.6151, 4.5529, 0.3505], [-0.9884, 5.1791, 1.5318], [-0.7788, 4.5674, 2.7417], [-1.4692, 5.5512, 4.4650], [-0.1995, 3.2717, 2.8074], [-0.0221, 2.5412, 4.0032], [0.5119, 1.2831, 3.9678], [0.8974, 0.7505, 2.7268], [0.7429, 1.3979, 1.5993], [0.1939, 2.6298, 1.6000], [0.0063, 3.2727, 0.2730], [0.3564, 2.7339, -0.7890], [-1.4629, 6.1512, 1.4903], [-0.3281, 2.9834, 4.9435], [0.6351, 0.6928, 4.8668], [1.3225, -0.2444, 2.6620], [0.0638, -2.4826, 3.6903], [0.9661, -2.9704, 2.9981], [1.7928, -3.7611, 3.4682], [1.0689, -2.6397, 1.7722], [-3.8851, -1.6599, -0.1419], [-5.1874, -0.9799, -0.5799], [-6.0516, 0.0682, 0.8611], [-7.8853, 0.0111, 0.1505], [-8.9604, 0.1367, 1.0313], [-10.2658, 0.1808, 0.5670], [-10.5230, 0.1152, -0.7972], [-9.4640, 0.0053, -1.6849], [-8.1567, -0.0471, -1.2136], [-6.2265, -1.4305, 2.1168], [-7.0872, -2.5099, 1.9300], [-7.0804, -3.5777, 2.8155], [-6.2014, -3.5856, 3.8919], [-5.3357, -2.5200, 4.0830], [-5.3563, -1.4443, 3.2035], [-2.2771, -0.7356, -0.2435], [-2.8467, 0.8921, 0.3975], [-2.7590, 1.0730, 1.7785], [-3.2470, 2.2257, 2.3765], [-3.8023, 3.2296, 1.5976], [-3.8630, 3.0769, 0.2199], [-3.3939, 1.9139, -0.3759], [-2.1769, -0.3732, -2.0437], [-2.9213, -1.0218, -3.0253], [-2.7364, -0.7284, -4.3726], [-1.8078, 0.2279, -4.7538], [-1.0552, 0.8771, -3.7806], [-1.2257, 0.5726, -2.4399], [-3.7244, -2.5772, -0.7157], [-3.9406, -1.9977, 0.8948], [-5.9134, -1.7287, -0.9102], [-5.0123, -0.2902, -1.4089], [-8.7718, 0.1886, 2.0984], [-11.0851, 0.2687, 1.2708], [-11.5417, 0.1525, -1.1637], [-9.6521, -0.0415, -2.7510], [-7.3434, -0.1346, -1.9238], [-7.7656, -2.5186, 1.0842], [-7.7519, -4.4137, 2.6575], [-6.1827, -4.4286, 4.5718], [-4.6293, -2.5291, 4.9032], [-4.6678, -0.6186, 3.3468], [-2.2676, 0.3062, 2.3718], [-3.1505, 2.3612, 3.4477], [-4.1467, 4.1462, 2.0618], [-4.2552, 3.8755, -0.3985], [-3.4331, 1.8167, -1.4541], [-3.6538, -1.7715, -2.7503], [-3.3239, -1.2481, -5.1217], [-1.6676, 0.4642, -5.8026], [-0.3243, 1.6266, -4.0587], [-0.6167, 1.0832, -1.6974]],
  "mulliken_charge": [-0.982, -0.048, -0.420, -0.516, -0.281, -0.050, 1.325, -0.698, -0.615, -0.501, -0.427, -0.008, 0.684, -0.844, 0.322, 0.179, 0.438, 0.452, -0.571, 1.072, -0.720, -0.646, -1.303, -1.320, 0.644, -0.143, -0.389, -0.602, -0.387, -0.653, -0.212, -0.126, -0.281, -0.660, -0.368, -0.579, -0.011, 1.309, 1.166, -1.319, -0.283, -0.381, -0.977, -0.256, 0.527, -0.334, -0.663, -0.420, -0.672, -0.380, 0.692, 0.350, 0.831, 0.850, 0.373, 0.358, 0.351, 0.371, 0.338, 0.360, 0.362, 0.353, 0.422, 0.277, 0.348, 0.374, 0.380, 0.363, 0.396, 0.225, 0.377, 0.344, 0.462, 0.372],
  "energy_ha": -5061.38799,
  "relative_energy_kcal_mol": 8.56,
  "total_charge": -2,
  "spin_multiplicity": 1
}

=====

{
  "formula": "F2HOPS",
  "method": "the ωB97M-V functional and the def2-TZVPD basis",
  "symbols": ["O", "F", "F", "P", "S", "H"],
  "xyz": [[2.3009, -0.6921, 0.5176], [-0.3147, 0.9021, -1.3863], [-1.4081, 1.8011, 0.4883], [-0.5812, 0.4377, 0.1434], [-1.7926, -1.0986, 0.1161], [1.7957, -1.3503, 0.1210]],
  "mulliken_charge": [-0.342, -0.218, -0.224, 0.609, -0.153, 0.328],
  "energy_ha": -1015.05358,
  "relative_energy_kcal_mol": 120.25,
  "spin_multiplicity": 1
}